9
Properties=species:S:1:pos:R:3:forces:R:3 method="wB97M-V/def2-TZVPD" lumo_ha=0.0715 relative_energy_kj_mol=0.00 charge=-1 energy_ha=-584.93509 homo_energy_ha=-0.1951
Rb -0.631 1.526 0.465 0.1 -0.7 0.0
N 2.672 0.885 0.315 1.3 -0.8 0.1
O 2.170 1.978 -0.059 -0.6 0.0 0.2
O 3.859 0.635 0.040 -0.6 0.2 0.1
O 2.001 0.040 0.964 -0.4 0.9 -0.3
N -2.528 -1.308 -0.451 0.5 1.8 1.3
O -2.967 -0.197 0.026 -0.4 0.1 -0.6
O -1.603 -1.817 0.203 0.1 -0.9 -0.6
O -2.972 -1.743 -1.503 -0.1 -0.6 -0.2